Density functional theory data (ωB97M-V/def2-TZVPD) for C35H39BaN6O2Se2 as an isolated structure.

The HOMO energy is -4.099 eV. The frontier orbital gap comes out at 5.31 eV. Its total charge is -1. For the LUMO energy, the calculation gives 1.216 eV. Its relative energy (zero: lowest compared OMol25 entry of this formula, charge and spin) is 172.0 kJ/mol.

Each line ends with the Mulliken charge.
Element x y z (Å)
Ba: 0.4168 -0.7913 -0.5250  2.02
C: -1.1160 -1.1106 3.0130  -1.06
N: -1.4157 0.1509 2.3346  1.30
C: -0.4942 1.2004 2.7945  -1.30
C: -0.1629 2.2587 1.7400  0.60
C: 1.3280 2.3393 1.4757  -1.72
N: 1.8292 0.9802 1.1891  0.57
C: 3.0915 0.8547 1.2706  -0.52
C: 3.9314 -0.3463 1.0109  0.69
C: 5.3080 -0.1633 1.1730  -0.72
C: 6.2207 -1.1815 0.9692  -0.83
C: 5.7213 -2.4343 0.5930  -0.33
C: 4.3686 -2.6472 0.4256  -0.83
C: 3.4288 -1.6124 0.6195  0.39
O: 2.1548 -1.8285 0.4163  -0.72
C: -2.8123 0.5134 2.5671  -1.15
C: -3.3944 1.5643 1.6325  -0.95
C: -3.5059 1.0724 0.1855  0.45
N: -2.9982 2.0590 -0.7868  -0.77
C: -1.8841 1.6979 -1.2737  0.27
C: -1.0680 2.4335 -2.2867  -0.44
C: -1.5984 3.5049 -2.9983  -0.46
C: -0.8752 4.1314 -4.0004  -0.63
C: 0.4064 3.6504 -4.2913  -0.38
C: 0.9555 2.5917 -3.5895  -0.65
C: 0.2414 1.9745 -2.5462  0.04
O: 0.7681 0.9848 -1.8376  -0.43
H: -1.2692 -1.0361 4.1037  0.37
H: -0.0776 -1.3928 2.8309  0.30
H: -1.7275 -1.9209 2.6156  -0.05
H: 0.4277 0.6933 3.0784  0.56
H: -0.8854 1.6629 3.7158  0.29
H: -0.5467 3.2491 1.9985  0.29
H: -0.6740 1.9896 0.8155  -0.32
H: 1.8669 2.7696 2.3273  0.56
H: 1.5093 2.9889 0.6163  0.37
H: 3.6863 1.7272 1.5784  0.14
H: 5.6523 0.8248 1.4672  0.31
H: 7.2814 -1.0127 1.0970  0.38
H: 6.4064 -3.2596 0.4279  0.37
H: 3.9777 -3.6157 0.1385  0.40
H: -2.9243 0.8577 3.6104  0.38
H: -3.4046 -0.4032 2.4842  0.54
H: -2.8065 2.4845 1.6611  0.28
H: -4.3789 1.8342 2.0224  0.38
H: -4.5494 0.8588 -0.0531  0.55
H: -2.9561 0.1304 0.0923  -0.47
H: -1.4664 0.7545 -0.9411  0.35
H: -2.6058 3.8259 -2.7540  0.45
H: -1.2963 4.9613 -4.5525  0.38
H: 0.9899 4.1107 -5.0814  0.37
H: 1.9507 2.2222 -3.8065  0.40
C: -1.1065 -7.5188 6.3994  -1.47
C: -1.1498 -6.6881 5.1412  0.62
C: -0.0140 -6.0667 4.6404  -1.24
C: -0.0314 -5.3119 3.4665  0.87
C: 1.2426 -4.6636 2.9922  -1.34
C: -1.2292 -5.1586 2.7446  0.41
Se: -1.2759 -4.1029 1.1580  -0.22
C: -2.3871 -5.7832 3.2446  1.04
C: -3.7076 -5.6661 2.5320  -1.40
C: -2.3275 -6.5279 4.4205  -1.04
H: -0.1957 -7.3239 6.9693  0.34
H: -1.1293 -8.5924 6.1907  0.28
H: -1.9554 -7.3056 7.0536  0.35
H: 0.9260 -6.1661 5.1791  0.25
H: 2.0750 -4.9315 3.6460  0.36
H: 1.1562 -3.5745 2.9540  0.06
H: 1.4872 -4.9527 1.9680  0.33
H: -4.0110 -4.6209 2.4272  0.22
H: -4.4843 -6.2109 3.0740  0.37
H: -3.6388 -6.0547 1.5118  0.26
H: -3.2407 -6.9950 4.7838  0.28
Se: 0.2763 -3.3239 -4.0712  0.19
N: -1.2331 -4.2836 -3.9078  -0.87
C: -1.8464 -3.8172 -2.8681  0.89
C: -3.1160 -4.3253 -2.3588  -0.75
C: -3.5862 -3.7741 -1.2456  -0.63
C: -2.8898 -2.6490 -0.6047  -0.42
N: -1.8128 -2.0882 -1.0467  -0.05
C: -1.2170 -2.7012 -2.1600  0.84
N: -0.0672 -2.2825 -2.6409  -0.60
H: -3.6093 -5.1464 -2.8619  0.41
H: -4.4927 -4.1277 -0.7720  0.40
H: -3.3717 -2.1808 0.2442  0.27

Atoms 1-6, force components in eV/Å:
-0.9428 -0.1734 1.9664
-0.0377 0.0882 0.1349
0.1023 0.0803 -0.1450
-0.1643 -0.0830 0.1902
-0.1803 0.0967 -0.0209
-0.0090 -0.4161 -0.1530

---

Density functional theory data (ωB97M-V/def2-TZVPD) for C36H25ClF5N3O5Sn as an isolated structure.

The HOMO energy (alpha / beta) is -7.899 / -7.932 eV. The frontier orbital gap (alpha / beta) comes out at 4.63 / 4.74 eV. Its total charge is 0. For the LUMO energy (alpha / beta), the calculation gives -3.272 / -3.189 eV. Its relative energy (zero: lowest compared OMol25 entry of this formula, charge and spin) is 319.5 kJ/mol.

Each line ends with the Mulliken charge.
Element x y z (Å)
Sn: 0.0137 -0.1751 -0.5542  1.05
C: 2.7013 -1.8536 -1.9980  -1.07
C: 3.4782 -0.5855 -1.8237  1.18
C: 4.4376 -0.2109 -2.7356  -0.98
C: 5.1500 0.9764 -2.5739  -0.73
C: 4.9118 1.8112 -1.4841  -0.94
C: 3.9795 1.4857 -0.5242  1.30
C: 3.7001 2.4341 0.6029  -1.46
C: 3.2560 0.2516 -0.6798  0.20
N: 2.3062 -0.1346 0.1913  -0.16
C: 2.4544 -0.0184 1.5562  -0.44
O: 3.5272 -0.0189 2.1222  -0.63
C: 1.1821 0.0005 2.3494  0.10
C: 1.2412 0.0821 3.7272  -0.21
C: 0.0559 0.1352 4.4381  -1.27
C: -1.1448 0.1246 3.7526  -0.36
C: -1.1164 0.0405 2.3743  0.14
N: 0.0246 -0.0326 1.6976  1.67
C: -2.4016 0.0763 1.6035  -0.30
O: -3.4654 0.1471 2.1813  -0.65
N: -2.2781 -0.0614 0.2406  0.01
C: -3.2243 0.3345 -0.6320  0.13
C: -3.5105 -0.5384 -1.7291  1.21
C: -2.7918 -1.8445 -1.8579  -1.10
C: -4.4655 -0.1503 -2.6428  -1.01
C: -5.1090 1.0792 -2.5198  -0.72
C: -4.8052 1.9472 -1.4706  -0.88
C: -3.8711 1.6100 -0.5175  1.18
C: -3.5148 2.5729 0.5753  -1.45
H: 3.1709 -2.4908 -2.7454  0.53
H: 1.6837 -1.6341 -2.3386  0.10
H: 2.5961 -2.4028 -1.0641  0.24
H: 4.6407 -0.8530 -3.5830  0.44
H: 5.8880 1.2607 -3.3133  0.40
H: 5.4583 2.7417 -1.3904  0.46
H: 4.0336 3.4368 0.3407  0.51
H: 4.2247 2.1171 1.5058  0.38
H: 2.6330 2.4650 0.8301  0.07
H: 2.2107 0.1044 4.2023  0.61
H: 0.0684 0.1925 5.5187  0.45
H: -2.1028 0.1818 4.2479  0.61
H: -2.6987 -2.3559 -0.9010  0.22
H: -1.7690 -1.6824 -2.2161  0.11
H: -3.2970 -2.4936 -2.5713  0.52
H: -4.7167 -0.8144 -3.4599  0.43
H: -5.8450 1.3721 -3.2578  0.40
H: -5.3013 2.9079 -1.4057  0.46
H: -3.8229 3.5819 0.3064  0.48
H: -2.4409 2.5789 0.7632  0.10
H: -4.0103 2.2931 1.5069  0.39
F: -0.4549 7.4189 0.1346  -0.33
C: -0.2694 6.0933 0.0818  0.62
C: -0.0381 5.4650 -1.1277  0.17
F: -0.0065 6.1914 -2.2496  -0.32
C: 0.1571 4.0999 -1.1792  0.14
F: 0.3735 3.5200 -2.3712  -0.32
C: 0.1421 3.2911 -0.0321  -0.62
O: 0.3507 2.0053 -0.0587  -0.53
C: -0.1085 3.9695 1.1692  0.40
F: -0.1613 3.2479 2.3055  -0.36
C: -0.3039 5.3334 1.2346  0.15
F: -0.5322 5.9248 2.4120  -0.32
Cl: -0.0056 -9.0017 -0.3127  -0.22
C: -0.0194 -7.2933 0.0114  0.44
C: -0.0972 -6.8487 1.3218  -0.78
C: -0.1073 -5.4857 1.5737  -0.29
C: -0.0406 -4.5732 0.5297  0.17
C: 0.0364 -5.0382 -0.7793  -0.13
C: 0.0478 -6.3997 -1.0467  -1.00
C: -0.0539 -3.0964 0.8461  0.24
O: -0.1211 -2.7287 2.0140  -0.65
O: 0.0084 -2.3158 -0.1908  0.04
H: -0.1490 -7.5662 2.1310  0.41
H: -0.1673 -5.1129 2.5882  0.46
H: 0.0875 -4.3202 -1.5883  0.48
H: 0.1078 -6.7714 -2.0620  0.41

Atoms 1-6, force components in eV/Å:
-0.0020 0.0844 0.0418
0.0847 0.0681 0.0582
-0.0760 0.0026 -0.0161
0.0680 0.0610 -0.0231
-0.0446 -0.0417 -0.0008
0.0342 -0.0079 -0.0435

---

Density functional theory data (ωB97M-V/def2-TZVPD) for C3H7NO2 as an isolated structure.

The HOMO energy is -10.081 eV. The frontier orbital gap comes out at 10.99 eV. Its total charge is 0. For the LUMO energy, the calculation gives 0.913 eV. Its relative energy (zero: lowest compared OMol25 entry of this formula, charge and spin) is 245.0 kJ/mol.

Each line ends with the natural charge from an NBO analysis.
Element x y z (Å)
C: -1.4424 0.3775 0.3425  -0.65
C: -0.8061 -0.3083 -0.8513  -0.07
O: 0.6041 -0.0497 -0.9527  -0.60
C: 1.4684 -0.6109 0.2499  0.86
O: 1.4161 -1.7720 0.5212  -0.59
N: 1.9580 0.5626 0.5489  -0.93
H: -1.2836 1.4594 0.2989  0.21
H: -1.0225 -0.0002 1.2801  0.22
H: -2.5214 0.1898 0.3474  0.23
H: -0.9104 -1.3963 -0.7893  0.21
H: -1.2293 0.0337 -1.7980  0.19
H: 2.6561 0.6176 1.2794  0.40
H: 1.1130 0.8968 -0.4771  0.53

Atoms 1-6, force components in eV/Å:
0.0271 0.0250 0.0187
-0.1550 -0.0607 -0.0870
0.0043 0.0730 -0.0907
0.0473 -0.3271 0.2384
0.0202 0.5873 -0.1240
0.1265 -0.2065 0.1526

---

no.,electronic energy (eV),maximum force (eV/A)
1,-181352.7685,3.32
2,-84386.7117,0.42
3,-8807.9898,0.60